{
  "formula": "C4H6N2O",
  "method": "wB97M-V/def2-TZVPD",
  "e_homo_ev": -8.332,
  "fmax_ev_per_a": 6.481,
  "mol_weight_g_mol": 98.1,
  "lumo_ev": 0.923,
  "total_charge": 0,
  "de_lowest_ev": 6.269,
  "symbols": ["H", "H", "H", "H", "N", "N", "C", "H", "C", "C", "H", "C", "O"],
  "positions_angstrom": [[-2.004, -1.517, 1.072], [-0.465, -0.729, 1.496], [-2.262, 1.866, 0.012], [3.450, -0.983, 0.108], [-1.351, 0.199, -0.336], [-0.707, -0.827, -0.726], [-1.761, 1.332, -0.659], [1.773, -1.020, -0.988], [-1.148, -0.825, 0.656], [2.463, -0.747, -0.285], [-1.472, 1.877, -1.599], [1.995, 0.241, 0.327], [1.489, 1.133, 0.922]],
  "nbo_charge": [0.17, 0.18, 0.19, 0.27, -0.05, -0.35, -0.24, 0.29, -0.10, -0.78, 0.20, 0.71, -0.51]
}